Computed, not measured: a structure of composition C30H29Cl2N4OW at a distorted geometry, with ωB97M-V with the def2-TZVPD basis set.

```
67
Properties=species:S:1:pos:R:3:nbo_charge:R:1
W 0.6609 0.9395 1.4748 1.940
C -3.6351 0.2685 2.5170 -0.672
C -2.1495 0.2313 2.3972 0.119
N -1.4660 0.8091 1.4536 -0.264
N -1.8130 1.4996 0.3896 -0.312
C -0.5431 1.6394 -0.1783 -0.077
O 0.8002 2.3478 2.3718 -0.542
C -0.1961 2.0410 -1.3837 -0.087
C -0.0233 4.0897 -0.2604 0.138
C 0.1514 4.8470 -1.3344 -0.612
C 0.3504 4.6815 -2.7580 -0.159
C 0.2962 3.4823 -3.3644 -0.245
C -0.0086 2.2267 -2.6908 -0.253
C -1.2590 -0.5129 3.2608 0.241
C -1.6938 -1.3098 4.3199 -0.246
C -0.7785 -2.0322 5.0524 -0.088
C 0.5800 -1.9660 4.7384 -0.269
C 0.9666 -1.1607 3.6994 0.098
N 0.0784 -0.4459 2.9774 -0.551
H -4.0490 0.7958 1.6601 0.259
H -3.9483 0.7993 3.4185 0.243
H -4.0630 -0.7361 2.5467 0.233
H 1.5981 2.3370 -1.5233 0.350
H 0.1744 5.8492 -0.8854 0.304
H 0.5801 5.5634 -3.3370 0.237
H 0.4855 3.4163 -4.4264 0.233
H -0.0869 1.3477 -3.3277 0.243
H -2.7497 -1.3492 4.5455 0.246
H -1.1138 -2.6545 5.8715 0.241
H 1.3183 -2.5244 5.2934 0.249
H 2.0028 -1.0583 3.4046 0.234
C -4.1689 -0.7103 -2.1316 -0.608
C -3.4449 -1.1818 -0.8759 -0.242
C -4.1288 -2.4276 -0.3071 -0.599
C -1.9595 -1.4099 -1.0843 -0.026
C -1.1655 -1.8560 -0.0230 -0.162
C 0.1995 -2.0519 -0.1614 -0.268
C 0.8258 -1.8702 -1.4000 -0.005
C 2.2720 -2.2167 -1.6114 -0.631
C 0.0406 -1.4284 -2.4517 -0.221
C -1.3222 -1.1864 -2.2960 -0.201
H -5.2288 -0.5708 -1.9182 0.221
H -4.0894 -1.4449 -2.9362 0.208
H -3.7757 0.2416 -2.4906 0.213
H -3.5247 -0.3744 -0.1420 0.213
H -4.0414 -3.2633 -1.0044 0.215
H -5.1900 -2.2356 -0.1427 0.216
H -3.6972 -2.7436 0.6432 0.197
H -1.6284 -2.0746 0.9321 0.199
H 0.7611 -2.4564 0.6760 0.215
H 2.9316 -1.4823 -1.1518 0.211
H 2.5079 -2.2577 -2.6740 0.222
H 2.5117 -3.1868 -1.1739 0.228
H 0.4933 -1.2987 -3.4291 0.212
H -1.8922 -0.8494 -3.1517 0.222
Cl 2.7557 2.8785 -0.9969 0.315
C 3.8416 1.5103 -0.7856 -0.027
C 5.0048 1.4981 -1.5299 -0.220
C 5.9441 0.5246 -1.2421 -0.214
C 5.7011 -0.3811 -0.2173 -0.181
C 4.5138 -0.3554 0.4874 -0.051
Cl 4.2214 -1.5117 1.7369 0.032
C 3.4993 0.5787 0.2041 0.083
N 2.2834 0.5398 0.7851 -0.732
H 5.1763 2.2464 -2.2911 0.246
H 6.8685 0.4783 -1.7988 0.242
H 6.4377 -1.1330 0.0315 0.247
```

HOMO energy (spin up / spin down) = -10.26 / -10.27 eV
total charge = +1
LUMO (spin up / spin down) = -3.888 / -3.888 eV
frontier orbital gap (spin up / spin down) = 6.37 / 6.38 eV

---

Computed, not measured: a structure of composition C30H29Cl3IN4O6Ru at a distorted geometry, with ωB97M-V with the def2-TZVPD basis set.

```
74
Properties=species:S:1:pos:R:3:lowdin_charge:R:1
Ru 1.9671 0.2287 0.4458 1.485
C -4.2217 3.2529 -0.2999 -0.050
O -3.2608 4.3046 -0.2651 -0.041
C -1.9718 3.9881 -0.1691 -0.261
C -1.0833 5.0711 -0.0125 0.030
C 0.2607 4.8436 0.0834 -0.008
C 0.8051 3.5489 0.0569 -0.107
C 2.2341 3.3548 -0.0116 -0.360
C 3.1401 4.5520 -0.1116 0.013
O 2.7812 2.2398 -0.0493 -0.095
C -0.0991 2.4399 -0.0277 -0.286
O 0.2812 1.1940 0.0505 -0.212
C -1.4747 2.6961 -0.1952 0.084
H -5.1908 3.7425 -0.3191 0.100
H -4.1410 2.6326 0.5963 0.103
H -4.1005 2.6263 -1.1834 0.085
H -1.4888 6.0729 0.0025 0.129
H 0.9187 5.6939 0.1863 0.116
H 2.8980 5.1277 -1.0049 0.104
H 4.1687 4.2076 -0.1755 0.093
H 3.0329 5.1988 0.7592 0.099
H -2.1251 1.8495 -0.3758 0.094
O 3.8055 0.1940 -1.4720 0.043
C 4.4797 -0.0268 -0.4799 -0.489
N 3.8696 -0.2917 0.7319 -0.055
C 4.8238 -0.4084 1.7468 -0.429
O 4.5732 -0.5867 2.9114 0.054
C 6.1571 -0.2726 1.0844 -0.088
C 7.4282 -0.3176 1.6138 0.018
C 8.4949 -0.1475 0.7337 -0.044
C 8.2846 0.0659 -0.6230 -0.047
C 6.9977 0.1271 -1.1520 0.011
C 5.9456 -0.0474 -0.2778 -0.115
H 7.5858 -0.4689 2.6729 0.128
H 9.5064 -0.1743 1.1155 0.113
H 9.1335 0.1958 -1.2805 0.113
H 6.8214 0.3109 -2.2034 0.128
C -6.7575 -0.9228 -2.0902 -0.060
C -6.3051 -0.5062 -0.6941 -0.191
N -5.1514 -1.2792 -0.2354 -0.052
C -5.3936 -2.3191 0.7583 -0.201
C -6.2221 -3.4883 0.2353 -0.069
C -3.9285 -0.8720 -0.6487 -0.404
O -3.7507 0.1742 -1.2644 0.051
C -2.7431 -1.7445 -0.3480 -0.106
C -2.6738 -3.0832 -0.7077 -0.001
C -1.5180 -3.7930 -0.4280 -0.027
C -0.4518 -3.1221 0.1488 -0.143
N -0.4818 -1.8220 0.4364 0.040
C -1.6102 -1.1628 0.2092 -0.066
H -7.6148 -0.3210 -2.3911 0.080
H -7.0446 -1.9730 -2.1166 0.065
H -5.9534 -0.7603 -2.8069 0.078
H -7.1118 -0.6381 0.0272 0.122
H -6.0210 0.5458 -0.7137 0.109
H -5.9219 -1.8614 1.6006 0.125
H -4.4385 -2.6782 1.1308 0.110
H -7.2303 -3.1727 -0.0305 0.072
H -6.2964 -4.2492 1.0118 0.081
H -5.7615 -3.9351 -0.6458 0.069
H -3.5121 -3.5638 -1.1950 0.120
H -1.4345 -4.8438 -0.6675 0.113
H 0.4641 -3.6505 0.3825 0.077
H -1.6246 -0.1204 0.4903 0.101
I 1.9205 1.3464 3.2572 0.962
C 1.4190 -0.5103 2.3268 -0.674
H 0.3797 -0.7235 2.5275 -0.026
H 2.1064 -1.2645 2.6978 -0.027
Cl 5.1414 -3.3989 -0.9347 0.690
C 3.4596 -3.7652 -0.5076 -1.575
Cl 2.8944 -5.1972 -1.3783 0.658
Cl 3.3385 -4.0321 1.2557 0.648
C 2.6219 -2.6215 -0.8238 -0.363
N 1.9701 -1.6886 -0.9704 0.162
```

HOMO energy (spin up / spin down) = -11.13 / -11.11 eV
total charge = +1
2S+1 = 5
expectation value of S² = 6.03
LUMO (spin up / spin down) = -3.200 / -5.275 eV
frontier orbital gap (spin up / spin down) = 7.93 / 5.84 eV

---

Computed, not measured: a structure of composition C30H29F5IrN2O4P2S2 at a distorted geometry, with ωB97M-V with the def2-TZVPD basis set.

```
75
Properties=species:S:1:pos:R:3:lowdin_charge:R:1
Ir 0.4003 -0.6924 -0.4169 0.600
C 0.4551 -1.2465 3.0381 -0.199
P 0.2291 -0.0051 1.7202 0.718
C -1.2461 0.8907 2.2330 -0.193
C 1.6465 1.1087 1.9638 -0.386
C 1.6512 2.1303 2.9096 -0.062
C 2.7773 2.9277 3.0573 -0.034
C 3.9022 2.7010 2.2737 -0.031
C 3.9049 1.6769 1.3370 -0.052
C 2.7720 0.8865 1.1699 -0.384
P 2.6351 -0.4426 -0.0569 0.700
C 3.6701 0.0728 -1.4504 -0.216
C 3.5519 -1.8380 0.6396 -0.199
H 0.8214 -0.7483 3.9364 0.072
H 1.1783 -1.9991 2.7298 0.043
H -0.4818 -1.7473 3.2895 0.041
H -1.2075 1.0422 3.3116 0.071
H -2.1359 0.3054 1.9951 0.061
H -1.3247 1.8466 1.7183 0.038
H 0.7882 2.3111 3.5381 0.114
H 2.7737 3.7308 3.7816 0.123
H 4.7761 3.3277 2.3873 0.124
H 4.7896 1.5144 0.7348 0.113
H 4.7119 0.1545 -1.1394 0.065
H 3.3338 1.0289 -1.8511 0.049
H 3.6127 -0.6864 -2.2300 0.044
H 4.4958 -1.4657 1.0403 0.070
H 3.7573 -2.5715 -0.1411 0.065
H 2.9917 -2.3256 1.4345 0.038
O -2.8754 -3.0774 5.0306 -0.039
C -3.5035 -4.0527 4.2213 -0.222
N -3.1297 -3.7064 2.8720 0.091
C -2.7431 -4.6183 1.9491 -0.442
O -2.7469 -5.8163 2.1083 0.121
C -2.2303 -4.0395 0.6524 -0.081
C -2.4158 -4.7366 -0.5352 0.056
C -1.8560 -4.2328 -1.6952 0.003
C -1.0934 -3.0823 -1.6309 -0.121
N -0.8805 -2.4175 -0.4831 -0.131
C -1.4618 -2.8967 0.6338 -0.076
H -3.1030 -3.2395 5.9529 0.101
H -4.5896 -4.0237 4.3421 0.138
H -3.1435 -5.0636 4.4153 0.135
H -3.2369 -2.7386 2.6182 0.138
H -2.9807 -5.6598 -0.5273 0.145
H -1.9886 -4.7314 -2.6444 0.129
H -0.6091 -2.6879 -2.5133 0.080
H -1.2659 -2.3564 1.5439 0.066
F 4.0097 0.2611 -6.8748 0.191
C 3.0704 0.2259 -5.9580 -0.108
C 2.8693 -0.9328 -5.2184 -0.134
F 3.6141 -2.0021 -5.4366 0.167
C 1.9038 -0.9466 -4.2302 -0.247
F 1.7596 -2.0501 -3.4857 0.080
C 1.1203 0.1687 -3.9689 -0.414
S -0.1326 0.1116 -2.7183 0.719
C 1.3048 1.3039 -4.7527 -0.219
F 0.5362 2.3715 -4.5543 0.116
C 2.2834 1.3487 -5.7278 -0.124
F 2.4686 2.4441 -6.4384 0.175
O -5.0714 5.7126 -0.8015 0.152
C -4.1482 5.3153 0.0852 -0.479
O -4.1932 5.6548 1.2290 0.158
C -3.0505 4.4065 -0.4080 -0.108
C -3.2637 3.4136 -1.3538 0.008
C -2.2498 2.5231 -1.6856 -0.072
C -1.0204 2.6473 -1.0625 -0.530
S 0.4154 1.6168 -1.3532 0.686
C -0.7890 3.6509 -0.1249 -0.110
C -1.8111 4.5163 0.2125 0.016
H -4.8531 5.4531 -1.7047 0.116
H -4.2324 3.3001 -1.8246 0.132
H -2.4364 1.7472 -2.4145 0.095
H 0.1866 3.7486 0.3415 0.114
H -1.6668 5.2797 0.9651 0.139
```

HOMO energy (spin up / spin down) = -13.35 / -14.58 eV
total charge = +2
2S+1 = 2
expectation value of S² = 0.76
LUMO (spin up / spin down) = -6.695 / -7.082 eV
frontier orbital gap (spin up / spin down) = 6.66 / 7.50 eV

---

Which of these has the highest total charge?
C30H29F5IrN2O4P2S2